(1)
A molecular structure, C22H37N8O5S4Y. Source: OMol25; level of theory: ωB97M-V with the def2-TZVPD basis set.

XYZ file:
```
77
Properties=species:S:1:pos:R:3:forces:R:3:lowdin_charge:R:1
Y -0.22322 1.48133 0.67292 0.5 -0.5 -0.5 1.20
C -4.20469 -2.71862 3.48833 0.0 0.0 0.0 -0.06
C -3.79179 -1.27415 3.42626 0.0 0.0 0.0 -0.29
C -3.25540 -0.63951 4.54349 0.0 0.0 0.0 -0.05
C -2.79504 0.66579 4.47558 0.0 0.0 0.0 -0.07
C -2.86389 1.35546 3.27283 0.0 0.0 0.0 -0.29
C -3.41853 0.74857 2.15449 0.0 0.0 0.0 -0.09
C -3.88153 -0.55533 2.23951 0.0 0.0 0.0 -0.05
S -2.08582 2.94826 3.10083 0.1 0.1 0.1 0.53
O -2.76468 3.58551 1.99359 0.0 0.0 0.0 -0.34
O -2.14768 3.57349 4.40746 0.0 0.0 0.0 -0.34
N -0.60052 2.64833 2.64462 -0.1 -0.1 0.1 -0.33
C 0.36991 2.29736 3.68299 0.0 0.1 0.0 -0.21
C 1.75083 1.98842 3.08219 -0.1 0.0 0.1 -0.66
O 2.70840 1.88490 3.84706 0.0 0.0 0.0 0.00
O 1.79667 1.84341 1.80626 -0.2 0.1 0.0 -0.22
H -4.71508 -2.94723 4.42647 0.0 0.0 0.0 0.07
H -3.32903 -3.36583 3.40670 0.0 0.0 0.0 0.06
H -4.86902 -2.97488 2.66232 0.0 0.0 0.0 0.07
H -3.17659 -1.18619 5.47729 0.0 0.0 0.0 0.11
H -2.37370 1.15736 5.34291 0.0 0.0 0.0 0.11
H -3.45690 1.28834 1.21508 0.0 0.0 0.0 0.09
H -4.28761 -1.03419 1.35513 0.0 0.0 0.0 0.11
H 0.07227 1.40506 4.25229 0.0 0.0 0.0 0.11
H 0.49502 3.10752 4.40410 0.0 0.0 0.0 0.11
S -0.16356 -0.92881 2.14652 -0.1 0.1 -0.1 0.58
C -0.39949 -2.14395 0.92396 0.0 0.0 -0.1 -0.77
C -0.94623 -3.39324 1.37297 0.1 0.0 0.0 -0.31
N -1.37488 -4.39109 1.76263 0.0 0.0 0.0 0.13
C -0.07659 -2.00724 -0.39606 0.1 0.0 0.0 -0.77
S 0.60318 -0.59158 -1.14076 0.0 0.1 0.2 0.58
C -0.27055 -3.11884 -1.28528 -0.2 0.0 0.0 -0.33
N -0.43462 -3.98311 -2.03235 0.1 0.0 0.0 0.13
N 1.32207 2.94848 -0.66279 -0.1 -0.1 0.0 0.01
H 1.62858 2.58859 -1.56287 0.0 0.0 0.0 -0.04
H 2.11535 2.91780 -0.02702 0.0 0.0 -0.1 0.02
H 1.02484 3.91064 -0.76942 0.0 0.0 0.0 0.05
N 4.58131 0.15555 1.94379 0.0 0.0 0.1 -0.05
N 3.65130 -0.40288 0.99577 0.1 0.0 0.1 -0.07
H 4.07247 0.77319 2.58043 0.0 0.0 0.0 0.02
H 5.20377 0.74476 1.40405 0.0 0.0 0.0 0.05
H 2.90368 0.26734 0.82918 -0.1 0.0 0.0 0.02
H 3.19123 -1.17871 1.46131 0.0 0.0 0.0 0.06
C -1.58018 2.44228 -3.01753 0.0 0.0 0.0 -0.05
C -2.48996 2.17694 -1.81356 0.0 -0.1 0.0 -0.75
C -3.43910 1.01996 -2.13999 0.0 0.0 0.0 -0.04
C -3.28844 3.43434 -1.46313 0.0 0.0 0.0 -0.05
O -1.70749 1.81316 -0.72936 -0.2 0.3 0.2 -0.40
H -2.15287 2.68912 -3.91745 0.0 0.0 0.0 0.07
H -0.97124 1.55719 -3.21270 0.0 0.0 0.0 0.07
H -0.91100 3.27823 -2.79748 0.0 0.0 0.0 0.07
H -4.04917 1.22985 -3.02449 0.0 0.0 0.0 0.07
H -4.10614 0.83781 -1.29383 0.0 0.0 0.0 0.07
H -2.85403 0.11542 -2.31621 0.0 0.0 0.0 0.08
H -3.96624 3.72589 -2.27256 0.0 0.0 0.0 0.07
H -2.60446 4.26157 -1.26084 0.0 0.0 0.0 0.08
H -3.86368 3.26365 -0.55200 0.0 0.0 0.0 0.07
C 1.82971 -2.16476 -5.41042 0.0 0.0 0.0 -0.09
C 2.25538 -1.92983 -3.97397 -0.1 -0.1 -0.1 -0.28
N 3.32713 -0.91773 -3.94550 0.1 0.0 0.2 -0.02
C 3.71630 -0.34984 -2.74279 -0.2 -0.1 0.0 -0.90
S 3.72135 1.33714 -2.59372 0.2 0.1 -0.1 0.52
N 4.08296 -1.12410 -1.73654 0.2 0.2 -0.1 0.00
C 4.38910 -2.54182 -1.75700 0.0 0.0 0.0 -0.23
C 3.39092 -3.37173 -0.96194 0.0 0.0 0.0 -0.07
H 1.02091 -2.89486 -5.44461 0.0 0.0 0.0 0.07
H 2.66199 -2.53423 -6.01357 0.0 0.0 0.0 0.07
H 1.46270 -1.24156 -5.86611 0.0 0.0 0.0 0.07
H 2.60696 -2.86477 -3.54758 0.0 0.0 0.0 0.09
H 1.40806 -1.60129 -3.36519 0.1 0.0 -0.1 0.04
H 3.10662 -0.15263 -4.56883 0.0 0.0 0.0 0.07
H 4.15358 -0.67174 -0.80807 -0.2 -0.2 0.0 0.07
H 5.38771 -2.65621 -1.32304 0.0 0.0 0.0 0.11
H 4.46269 -2.87283 -2.79185 0.0 0.0 0.0 0.10
H 3.39037 -3.06766 0.08532 0.0 0.0 -0.1 0.07
H 3.64775 -4.43238 -1.01083 0.0 0.0 0.0 0.07
H 2.37758 -3.24264 -1.33742 0.0 0.0 0.0 0.04
```
Positions in Å, forces in eV/Å.

Computed properties:
**Relative energy (zero: lowest compared OMol25 entry of this formula, charge and spin)**: 71.3 kJ/mol
**2S+1**: 1
**Charge**: -2
**Calculated total energy**: -3306.16853 hartree
**Gap between HOMO and LUMO**: 6.3 eV

***

(2)
A molecular structure, C32H38N5OPSTi at a distorted geometry. Source: OMol25; level of theory: ωB97M-V with the def2-TZVPD basis set.

XYZ file:
```
79
Properties=species:S:1:pos:R:3:forces:R:3:mulliken_spin:R:1
Ti -0.71414 0.05027 -0.30281 3.2 1.9 2.1 0.98
C -6.69121 -1.26683 0.28367 0.1 0.0 0.1 0.00
C -5.69160 -1.94300 1.21853 -0.3 0.0 -0.1 0.00
N -4.57774 -1.05876 1.59599 0.3 0.0 -0.5 0.02
C -4.55557 -0.53893 2.96265 -0.1 0.3 0.2 0.00
C -5.36535 0.74282 3.14239 0.0 -0.2 -0.1 0.00
C -3.64130 -0.76590 0.69316 0.3 0.5 0.9 0.03
S -2.50030 0.51650 1.10739 -1.0 0.0 0.2 -0.02
N -3.72037 -1.41590 -0.46834 -0.2 -0.5 -0.7 0.00
C -2.83884 -1.49056 -1.42718 -0.4 0.1 0.7 0.00
O -1.64428 -0.96972 -1.34630 -2.5 -2.1 -2.5 -0.01
C -3.18085 -2.21104 -2.65075 0.1 -0.1 -0.4 0.00
C -2.28365 -2.21018 -3.72325 0.0 0.0 0.1 0.00
C -2.60630 -2.85873 -4.89985 -0.1 0.0 -0.1 0.00
C -3.82297 -3.51925 -5.01385 0.0 0.0 0.0 0.00
C -4.71258 -3.53555 -3.94650 0.0 -0.1 -0.1 0.00
C -4.39805 -2.88459 -2.76938 0.0 0.1 0.1 0.00
H -7.54359 -1.92651 0.12263 0.0 0.0 0.0 0.00
H -6.23331 -1.04804 -0.67903 0.0 0.0 0.0 0.00
H -7.05637 -0.33700 0.72009 0.0 0.0 0.0 0.00
H -5.28648 -2.84040 0.75436 0.0 0.0 0.1 0.00
H -6.19412 -2.23017 2.13985 0.1 0.0 0.0 0.00
H -3.52062 -0.37167 3.25414 0.0 -0.1 0.0 0.00
H -4.96094 -1.32153 3.60252 0.1 -0.1 0.0 0.00
H -4.98651 1.52990 2.49278 0.0 0.0 0.0 0.00
H -5.28767 1.08123 4.17505 0.0 0.0 0.0 0.00
H -6.41797 0.57419 2.91402 0.0 0.0 0.0 0.00
H -1.33422 -1.70247 -3.62455 0.0 0.0 0.0 0.01
H -1.91345 -2.85467 -5.73031 0.0 0.0 0.0 0.00
H -4.07744 -4.02529 -5.93558 0.0 0.0 0.0 0.00
H -5.65270 -4.06235 -4.03847 0.0 0.0 0.0 0.00
H -5.07941 -2.89128 -1.92982 0.0 0.0 0.0 0.00
C -2.62585 4.27691 -1.01905 0.1 0.0 0.0 0.01
N -1.44872 4.73896 -0.28914 -0.1 0.2 0.1 0.01
C -0.59161 5.49831 -1.19292 0.0 -0.1 0.0 0.00
N -0.20113 4.73089 -2.37385 0.0 0.1 -0.1 0.00
C -1.40689 4.29550 -3.07002 0.0 -0.1 0.1 0.00
N -2.29044 3.50498 -2.21761 -0.1 0.1 -0.1 0.00
C -1.69062 2.23207 -1.88038 0.0 0.0 -0.1 0.00
P -0.07482 2.39458 -0.88120 -0.8 1.1 -0.2 -0.02
C -0.73312 3.65410 0.35299 0.2 -0.1 -0.1 0.01
C 0.69843 3.64372 -2.06272 0.3 -0.3 0.1 0.01
H -3.20279 5.14964 -1.32863 0.0 0.0 0.0 0.00
H -3.23983 3.66202 -0.35842 0.0 0.0 0.0 0.00
H 0.30228 5.82321 -0.65825 0.0 0.0 0.0 0.00
H -1.14266 6.37816 -1.52770 0.0 0.0 0.0 0.00
H -1.12974 3.70364 -3.94419 0.0 0.0 0.0 0.00
H -1.95197 5.18062 -3.40015 0.0 0.0 0.0 0.00
H -1.47492 1.68275 -2.80233 0.0 0.0 0.0 0.01
H -2.41940 1.66151 -1.30205 -0.1 0.0 -0.1 -0.01
H 0.11289 4.06152 0.91087 0.0 0.0 0.0 0.00
H -1.39070 3.14829 1.06125 0.0 0.0 0.0 0.00
H 0.99032 3.12803 -2.97959 0.0 0.0 0.0 0.00
H 1.60050 4.04059 -1.59473 0.0 0.0 0.0 0.00
C 0.42137 -5.58724 3.74218 0.0 0.0 0.0 0.00
C -0.17307 -4.53658 4.42482 0.0 0.0 0.1 0.00
C -0.31842 -3.30574 3.80812 0.1 0.1 -0.1 0.00
C 0.14732 -3.09122 2.50663 0.1 -0.2 0.1 0.01
C 0.72847 -4.16462 1.82545 -0.1 0.1 0.0 0.00
C 0.86285 -5.39757 2.43984 0.0 0.0 -0.1 0.00
C -0.11362 -1.78055 1.89303 0.1 0.0 -0.1 0.05
C 0.41468 -1.15511 0.81846 0.2 -0.3 0.6 -0.04
C 1.60715 -1.50101 0.03220 0.1 -0.2 -0.1 -0.07
C 2.77505 -2.03322 0.58712 0.0 0.1 -0.1 -0.01
C 3.86887 -2.31654 -0.21145 0.0 0.0 0.0 0.00
C 3.83253 -2.06487 -1.57758 0.0 0.0 -0.1 0.00
C 2.70399 -1.48848 -2.13979 0.0 0.1 -0.1 0.01
C 1.61230 -1.19550 -1.33925 -0.1 -0.1 0.4 0.00
H 0.53006 -6.55335 4.21713 0.0 0.0 0.0 0.00
H -0.53539 -4.67773 5.43493 0.0 0.0 0.0 0.00
H -0.78617 -2.48662 4.34281 0.0 0.0 0.0 0.00
H 1.05575 -4.03967 0.80337 0.0 0.0 0.0 0.00
H 1.31036 -6.21942 1.89559 0.0 0.0 0.0 0.00
H -0.92034 -1.25953 2.39944 -0.1 0.0 0.0 0.00
H 2.81192 -2.22147 1.65190 0.0 0.0 0.0 0.00
H 4.75962 -2.74055 0.23427 0.0 0.0 0.0 0.00
H 4.68395 -2.29982 -2.20178 0.0 0.0 0.0 0.00
H 2.67638 -1.26653 -3.19904 0.0 0.0 0.0 0.00
H 0.73444 -0.73038 -1.80378 0.2 -0.3 -0.2 0.04
```
Positions in Å, forces in eV/Å.

Computed properties:
**Relative energy (zero: lowest compared OMol25 entry of this formula, charge and spin)**: 54.7 kJ/mol
**2S+1**: 2
**Charge**: +1
**Calculated total energy**: -3180.01133 hartree
**Expectation value of S²**: 0.7558
**Gap between HOMO and LUMO (alpha / beta)**: 6.7 / 6.7 eV

***

(3)
A gas-phase ion, C8H12NS (charge +1) at a distorted geometry. Source: OMol25; level of theory: ωB97M-V with the def2-TZVPD basis set.

XYZ file:
```
22
Properties=species:S:1:pos:R:3:forces:R:3:lowdin_charge:R:1
C 2.03198 -1.16013 1.43512 -1.5 4.8 -1.1 -0.05
C 1.26561 0.21394 1.31500 -0.7 -2.6 -1.2 -0.31
C 2.88556 -0.39355 -0.65924 1.6 0.2 -0.7 -0.26
C 2.83637 -1.39348 0.46714 -0.2 0.3 -2.4 -0.15
C -0.11541 -0.63757 -0.68339 -0.1 -2.7 -0.8 -0.03
C -0.18229 0.04235 0.71607 0.7 0.5 -1.5 -0.38
C -0.05783 0.80779 -0.60899 1.2 0.3 2.7 -0.55
C -1.57459 0.06535 1.26061 1.6 0.2 2.7 -0.01
N -0.86169 1.79138 -0.99594 -0.4 0.4 0.6 0.14
S 1.86790 1.19275 -0.12873 1.3 -2.4 0.0 1.23
H 1.89963 -1.59146 2.32875 -0.6 -2.3 2.9 0.09
H 1.40405 0.63871 2.25828 -0.4 1.5 1.3 0.10
H 3.96404 -0.07809 -0.78625 -1.3 0.1 -0.1 0.11
H 0.79770 -1.26986 -0.80085 -1.1 0.8 -0.3 0.09
H -1.00483 -1.12701 -1.24989 1.3 1.1 1.6 0.18
H 3.17843 -2.36185 0.24191 1.2 -1.0 0.0 0.12
H -2.01409 0.10262 0.30029 -2.2 -0.3 -0.1 0.06
H -1.77608 0.98300 1.89963 0.0 -1.1 -0.8 0.12
H -1.66219 -0.86479 1.88683 -0.8 0.9 -0.8 0.12
H -0.85655 1.82850 -1.97239 -1.0 1.1 -1.5 0.10
H 2.58295 -0.91951 -1.61056 0.0 1.2 0.7 0.12
H -1.40188 2.43722 -0.36786 1.2 -1.0 -1.2 0.17
```
Positions in Å, forces in eV/Å.

Computed properties:
**Relative energy (zero: lowest compared OMol25 entry of this formula, charge and spin)**: 339.5 kJ/mol
**2S+1**: 1
**Charge**: +1
**Calculated total energy**: -764.58266 hartree
**Gap between HOMO and LUMO**: 9.9 eV